1.
A molecular structure, C6H6N2O4PdS4, computed with the ωB97M-V functional and the def2-TZVPD basis.

total charge: -2
gap between HOMO and LUMO: 0.22018 Eh
HOMO: -1.52 eV
molar mass: 404.81 g mol⁻¹

Each line ends with the Löwdin charge.
Positions of all 23 atoms, in Å:
Pd -0.129 -0.242 -2.668  0.4275
S 0.238 -2.472 -3.093  0.3880
S 2.303 -2.885 -5.274  0.3243
S -2.144 1.422 -2.667  0.2212
S 1.970 -0.399 -3.544  0.3846
O -0.689 1.826 -2.509  -0.5028
O -2.456 1.148 -4.071  -0.4089
O -3.025 2.406 -2.053  -0.3963
O -2.141 0.109 -1.870  -0.5150
N 0.108 0.066 4.554  0.0685
N 0.596 -0.047 0.385  0.0691
C 1.635 0.086 1.197  -0.1531
C 1.533 0.139 2.580  -0.0526
C -0.611 -0.133 0.937  -0.1167
C 0.270 0.048 3.157  -0.3502
C -0.821 -0.098 2.309  -0.0292
C 1.567 -1.998 -4.089  -1.8886
H -0.802 0.400 4.836  0.0738
H -1.826 -0.166 2.709  0.1006
H 0.835 0.581 5.028  0.0714
H 2.418 0.252 3.199  0.0921
H 2.608 0.155 0.718  0.1037
H -1.436 -0.199 0.230  0.0886

=====

2.
A molecular structure, C21H26N7Tl, computed with the ωB97M-V functional and the def2-TZVPD basis.

total charge: +2
gap between HOMO and LUMO (spin up / spin down): 0.21981 / 0.17768 Eh
HOMO (spin up / spin down): -14.17 / -13.64 eV
molar mass: 580.87 g mol⁻¹

Each line ends with the Löwdin charge.
Positions of all 55 atoms, in Å:
Tl -0.850 -0.050 -0.313  1.0599
N -2.862 1.347 0.930  -0.1238
N 0.040 1.982 1.103  -0.0310
N 1.495 -1.209 0.332  0.0645
N 1.321 1.836 -2.265  0.1291
N 1.472 0.744 -1.713  0.0275
N -2.251 -1.466 1.649  -0.0135
N -1.011 1.896 -2.267  0.0326
C 0.672 -4.844 2.149  -0.0370
C 1.310 -3.625 0.182  -0.0095
C 3.711 -1.819 -0.351  0.0219
C -2.138 2.344 -2.796  -0.1226
C 1.002 -4.819 0.799  -0.0417
C 4.846 -1.528 -1.045  -0.0157
C -2.177 3.120 -3.945  -0.0120
C -2.888 -0.537 2.570  -0.2327
C 2.534 -1.015 -0.450  -0.2128
C 0.847 -2.451 2.261  -0.0444
C 0.210 3.061 -3.981  0.0367
C -2.314 2.559 1.527  -0.1891
C 0.603 -3.659 2.876  -0.0610
C -0.981 3.471 -4.557  -0.0107
C 2.581 0.122 -1.359  -0.1796
C -3.692 0.511 1.790  -0.1890
C 3.788 0.375 -2.068  0.0245
C -0.927 2.351 2.143  -0.2276
C 1.246 -2.421 0.912  -0.3410
C 0.139 2.253 -2.844  -0.3235
C 4.888 -0.415 -1.909  -0.0131
H -2.224 3.315 0.744  0.1281
H -0.643 3.272 2.665  0.1335
H -2.946 -2.042 1.188  0.0980
H -4.404 -0.021 1.157  0.1313
H -0.949 1.549 2.880  0.1022
H 0.835 -1.524 2.812  0.1178
H 5.807 -0.173 -2.420  0.1280
H 1.030 -5.739 0.235  0.1213
H -4.257 1.118 2.509  0.1342
H 3.786 1.220 -2.742  0.1221
H 0.930 1.748 1.534  0.0933
H 3.695 -2.627 0.366  0.1292
H 5.727 -2.136 -0.916  0.1269
H -0.977 4.048 -5.469  0.1281
H 0.385 -3.689 3.932  0.1187
H -1.594 -2.073 2.127  0.0582
H 0.200 2.791 0.505  0.0905
H 0.471 -5.784 2.635  0.1185
H 1.571 -3.591 -0.868  0.1297
H -3.576 -1.040 3.260  0.1344
H -3.391 1.593 0.101  0.0991
H -2.113 -0.056 3.162  0.1022
H -3.046 2.044 -2.292  0.1074
H -3.123 3.428 -4.358  0.1214
H 1.166 3.304 -4.414  0.1263
H -2.979 2.949 2.306  0.1343

=====

3.
2 unconnected molecules or ions with the total composition CH4Cl2N3S, computed with the ωB97M-V functional and the def2-TZVPD basis.

total charge: +1
gap between HOMO and LUMO: 0.32690 Eh
ΔE to the lowest compared entry with this formula, charge and spin: 26.3 kcal per mole
HOMO: -14.17 eV
molar mass: 161.04 g mol⁻¹

Each line ends with the Löwdin charge.
Positions of all 11 atoms, in Å:
Cl -2.394 -0.246 -2.279  0.5285
Cl 0.160 -1.372 -2.900  0.5592
S -1.417 0.013 1.954  1.0802
N -0.277 -0.711 0.648  -0.0392
N -0.625 -0.137 -1.922  -0.8239
N 1.319 0.763 1.744  0.1764
C 0.160 0.184 1.458  -0.8223
H 2.174 0.275 1.252  0.2021
H 1.525 1.092 2.716  0.1592
H -0.232 -0.567 -0.381  0.0128
H -0.394 0.707 -2.290  -0.0329

=====

4.
2 unconnected molecules or ions with the total composition C4H10O3, computed with the ωB97M-V functional and the def2-TZVPD basis.

total charge: 0
gap between HOMO and LUMO: 0.36807 Eh
SMILES string: C[C@H](O)CC=O.O
ΔE to the lowest compared entry with this formula, charge and spin: 25.7 kcal per mole
HOMO: -9.57 eV
molar mass: 106.12 g mol⁻¹

Each line ends with the Löwdin charge.
Positions of all 17 atoms, in Å:
O 0.403 0.022 1.296  -0.0425
O 1.744 -0.990 -2.320  0.0554
O -1.725 -2.112 1.421  -0.0422
C 1.870 -0.541 -1.216  -0.2762
C 1.283 0.782 -0.772  -0.0998
C -1.009 1.565 0.061  -0.0479
C 0.001 0.452 -0.002  -0.4642
H -0.676 2.462 0.593  0.0889
H -0.481 -0.379 -0.520  0.1291
H -1.259 1.945 -0.925  0.0775
H -1.944 1.202 0.495  0.0827
H -1.679 -2.358 0.489  0.0511
H 1.000 1.299 -1.684  0.1248
H 2.404 -1.098 -0.428  0.1265
H -1.634 -2.922 1.930  0.0515
H 1.999 1.210 -0.072  0.1270
H -0.297 -0.540 1.653  0.0582

=====

5.
C6H4 in the gas phase, computed with the ωB97M-V functional and the def2-TZVPD basis.

total charge: 0
gap between HOMO and LUMO (spin up / spin down): 0.26180 / 0.26182 Eh
ΔE to the lowest compared entry with this formula, charge and spin: 83.5 kcal per mole
HOMO (spin up / spin down): -8.16 / -8.16 eV
molar mass: 76.10 g mol⁻¹

Each line ends with the Löwdin charge.
Positions of all 10 atoms, in Å:
C 0.037 1.305 -0.066  0.0073
C -1.351 1.171 -0.121  -0.1596
C -0.980 -1.339 -0.082  -0.0498
C 0.434 -1.286 -0.197  -0.0561
C -1.534 -0.163 -0.074  -0.0045
C 0.958 0.164 0.113  -0.2550
H 1.847 0.390 -0.508  0.0999
H -2.029 2.019 -0.016  0.0929
H 1.374 -0.084 1.232  0.1925
H 1.245 -2.176 -0.282  0.1324

=====

6.
A molecular structure, C28H34AsCsN14S, computed with the ωB97M-V functional and the def2-TZVPD basis.

total charge: 0
gap between HOMO and LUMO: 0.24279 Eh
ΔE to the lowest compared entry with this formula, charge and spin: 0.0 kcal per mole
HOMO: -6.70 eV
molar mass: 806.57 g mol⁻¹

Each line ends with the Löwdin charge.
Positions of all 79 atoms, in Å:
Cs -0.209 -0.058 0.255  0.8189
As -1.663 -2.543 1.929  0.9506
S 2.107 0.848 2.142  0.3149
N 0.131 2.747 2.713  -0.0570
N -3.238 -2.327 -3.061  0.1265
N -5.801 0.216 -0.872  0.0933
N 1.435 2.053 4.390  0.0322
N 5.800 1.420 -5.991  0.0531
N -1.358 2.351 -1.092  0.0097
N 4.840 1.777 -5.102  -0.0614
N -0.362 2.576 1.455  -0.0915
N 2.263 -0.268 -2.190  0.0845
N -1.573 -2.151 -1.543  0.0561
N -2.154 -3.028 -3.445  0.0269
N 4.030 0.539 -3.234  -0.0266
N 5.402 1.690 -7.177  0.0708
N -3.243 -0.431 0.012  0.0251
C 2.513 2.772 -5.342  0.0042
C -1.819 3.311 -0.277  -0.2416
C 3.052 0.773 -2.307  -0.3634
C 2.944 2.035 -1.518  -0.0091
C 3.277 2.699 -8.095  -0.0145
C -0.141 -3.723 1.554  -0.3322
C -1.179 -2.917 -2.536  -0.1519
C -5.300 0.717 0.255  -0.1098
C 2.052 3.182 -7.704  -0.0842
C 2.751 -1.209 -3.077  -0.1408
C 5.013 1.486 -3.700  -0.0641
C -3.030 2.907 -2.718  -0.0709
C -5.016 -0.613 -1.551  -0.0696
C -3.506 3.905 -1.884  -0.0653
C 1.676 3.214 -6.340  -0.0746
C -1.947 2.165 -2.269  -0.1625
C -3.731 -0.927 -1.116  -0.2224
C -2.846 -1.815 -1.913  -0.3304
C -2.893 4.116 -0.661  -0.0236
C -1.777 -2.933 3.848  -0.3363
C 3.836 -0.732 -3.735  -0.0575
C -3.075 -3.776 1.353  -0.3271
C -4.031 0.384 0.702  -0.1140
C 1.134 1.942 3.058  -0.9415
C 3.764 2.293 -5.757  -0.1684
C -1.169 3.497 1.054  -0.3091
C 4.137 2.245 -7.089  -0.2348
C -1.489 4.742 1.829  -0.0509
H 2.815 2.916 -2.152  0.0708
H -1.737 -4.006 4.039  0.0217
H -0.954 -2.441 4.363  0.0205
H 1.034 2.839 4.874  0.0818
H 3.816 2.193 -0.882  0.0912
H -2.159 -3.536 -4.312  0.1560
H 2.086 1.951 -0.860  0.0388
H 6.024 1.102 -3.590  0.1396
H -3.035 -3.901 0.270  0.0033
H -3.476 2.706 -3.682  0.1011
H -0.218 -3.396 -2.636  0.1271
H 2.211 2.784 -4.304  0.0964
H -5.401 -1.038 -2.470  0.1123
H 0.025 -3.769 0.477  0.0009
H -0.325 -4.728 1.934  0.0242
H -4.352 4.515 -2.179  0.1079
H -1.388 5.626 1.193  0.0802
H -3.636 0.786 1.630  0.1170
H -1.530 1.374 -2.889  0.1067
H 0.696 3.592 -6.076  0.1041
H 0.754 -3.319 2.026  0.0248
H 4.910 2.394 -3.111  0.1339
H -3.252 4.889 0.003  0.1012
H -4.050 -3.363 1.614  0.0182
H -0.821 4.823 2.678  0.0561
H -5.922 1.401 0.820  0.1082
H 4.476 -1.147 -4.495  0.1179
H 1.356 3.543 -8.450  0.1012
H -2.517 4.733 2.205  0.0811
H -2.955 -4.747 1.833  0.0219
H 3.573 2.663 -9.135  0.1136
H 2.342 1.725 4.669  0.0591
H 2.295 -2.180 -3.185  0.0858
H -2.714 -2.534 4.236  0.0156